Density functional theory data (the ωB97M-V functional and the def2-TZVPD basis) for a 8-piece molecular cluster, C20H40Br10O4 overall.

XYZ file:
```
74
Properties=species:S:1:pos:R:3
C 5.92 1.07 -1.98
C 6.15 2.40 -2.71
O 5.36 2.74 -3.56
C 7.52 3.08 -2.40
H 6.42 0.90 -1.03
H 6.17 0.34 -2.76
H 4.85 1.07 -1.77
H 7.70 3.30 -1.35
H 7.59 4.06 -2.87
H 8.36 2.48 -2.75
C -3.36 9.96 2.35
C -3.44 10.40 0.85
O -3.23 11.57 0.65
C -3.67 9.38 -0.26
H -2.57 9.22 2.49
H -4.27 9.54 2.77
H -3.17 10.89 2.88
H -4.68 8.97 -0.29
H -2.99 8.55 -0.07
H -3.48 9.94 -1.18
O 3.44 -6.98 -0.64
C 2.25 -6.75 -0.83
O 1.67 -6.22 -1.89
C 2.45 -5.96 -3.08
C 1.50 -5.58 -4.21
C 1.23 -6.85 0.33
H 3.08 -6.84 -3.23
H 3.28 -5.26 -3.04
H 0.90 -6.40 -4.60
H 2.06 -5.15 -5.04
H 0.75 -4.83 -3.95
H 0.57 -7.71 0.18
H 0.68 -5.91 0.32
H 1.84 -6.98 1.23
Br -1.56 -0.50 -0.25
C -2.33 0.88 -1.46
C -1.37 2.16 -1.56
Br -1.27 2.93 0.25
H -3.32 1.19 -1.14
H -2.51 0.43 -2.44
H -1.74 2.99 -2.16
H -0.38 1.98 -1.98
Br -5.28 -8.36 -3.77
C -4.63 -6.98 -4.95
C -5.40 -5.62 -4.65
Br -4.61 -4.12 -5.78
H -4.56 -7.33 -5.98
H -3.58 -6.88 -4.68
H -5.39 -5.27 -3.62
H -6.41 -5.63 -5.07
Br 3.05 -4.88 6.82
C 3.73 -3.47 5.50
C 2.52 -2.51 5.14
Br 3.29 -1.14 4.05
H 3.94 -3.95 4.54
H 4.63 -2.91 5.75
H 2.06 -1.97 5.97
H 1.67 -2.98 4.65
Br 6.91 4.53 3.52
C 6.11 6.29 3.14
C 4.64 6.07 2.83
Br 3.94 7.88 2.57
H 6.74 6.81 2.42
H 6.15 6.94 4.01
H 4.16 5.64 3.71
H 4.41 5.45 1.97
Br -8.56 -1.46 0.88
C -8.63 -1.78 2.87
C -9.00 -3.26 3.15
Br -9.06 -3.58 5.17
H -9.33 -1.07 3.30
H -7.62 -1.59 3.23
H -8.29 -4.01 2.81
H -9.99 -3.41 2.71
```

## Properties
Strongest force on any atom = 0.0496 Eh/bohr
Gap between HOMO and LUMO = 9.693 eV
ΔE to the lowest compared entry with this formula, charge and spin = 158.4 kJ/mol
SMILES string = CCOC(C)=O.CC(C)=O.CC(C)=O.BrCCBr.BrCCBr.BrCCBr.BrCCBr.BrCCBr

Density functional theory data (the ωB97M-V functional and the def2-TZVPD basis) for one molecule with the formula C2H2FN.

XYZ file:
```
6
Properties=species:S:1:pos:R:3
C -0.35 0.63 0.28
C 0.02 -0.64 -0.52
N 1.23 -0.05 -0.73
F -0.81 -0.77 -1.63
H 0.05 1.62 0.12
H -0.07 -1.57 0.04
```

## Properties
Strongest force on any atom = 0.0688 Eh/bohr
Gap between HOMO and LUMO (spin up / spin down) = 8.858 / 9.788 eV
ΔE to the lowest compared entry with this formula, charge and spin = 548.4 kJ/mol

Density functional theory data (the ωB97M-V functional and the def2-TZVPD basis) for C22H46N3O2P3W as an isolated structure.

XYZ file:
```
77
Properties=species:S:1:pos:R:3
P -2.31 -2.05 -2.60
C -3.92 -1.40 -2.04
H -4.66 -1.50 -2.82
H -3.81 -0.36 -1.74
H -4.26 -1.94 -1.14
C -1.67 -1.13 -4.00
H -0.74 -1.64 -4.37
H -1.41 -0.10 -3.68
H -2.46 -1.13 -4.80
C -2.50 -3.76 -3.18
H -3.10 -3.79 -4.11
H -2.95 -4.39 -2.38
H -1.48 -4.18 -3.38
P 1.70 -2.92 2.68
C 0.19 -2.32 3.45
H 0.08 -2.99 4.30
H -0.65 -2.39 2.75
H 0.32 -1.28 3.74
C 1.61 -4.71 2.72
H 2.53 -5.12 2.30
H 0.78 -5.05 2.08
H 1.47 -4.99 3.76
C 3.01 -2.44 3.79
H 2.87 -3.02 4.70
H 2.93 -1.36 3.97
H 4.00 -2.62 3.34
P 1.92 3.11 0.34
C 0.92 4.19 1.45
H 1.42 5.15 1.66
H 0.76 3.67 2.40
H -0.08 4.37 1.02
C 3.70 3.43 0.69
H 3.92 4.52 0.60
H 4.28 2.84 -0.06
H 3.96 3.04 1.70
C 1.68 3.66 -1.39
H 2.30 4.58 -1.51
H 0.60 3.85 -1.58
H 2.04 2.85 -2.06
W 2.37 -1.72 -0.88
C -0.50 -2.05 -1.07
O -1.24 -2.32 -0.17
C 1.68 0.68 0.51
O 1.05 0.83 1.48
C 4.40 -1.55 -0.66
C 3.88 -0.79 -1.79
C 3.02 -1.46 -2.75
C 2.60 -2.82 -2.52
C 3.14 -3.55 -1.40
C 3.95 -2.90 -0.44
H 5.17 -1.12 -0.04
H 4.18 0.24 -1.91
H 2.71 -0.93 -3.64
H 1.96 -3.33 -3.22
H 2.98 -4.62 -1.33
H 4.37 -3.46 0.40
C -2.55 2.68 2.54
N -2.76 1.64 1.55
C -2.48 0.30 2.03
C -2.45 1.91 0.23
N -1.86 0.99 -0.49
N -2.84 3.18 -0.20
C -4.20 3.59 0.17
C -2.47 3.60 -1.54
H -3.14 2.42 3.44
H -2.89 3.64 2.16
H -1.50 2.77 2.85
H -2.87 0.19 3.04
H -2.97 -0.43 1.37
H -1.40 0.08 2.03
H -1.59 1.37 -1.40
H -4.24 4.69 0.24
H -4.93 3.28 -0.59
H -4.47 3.15 1.13
H -1.37 3.61 -1.65
H -2.89 2.92 -2.31
H -2.85 4.60 -1.73
```

## Properties
Strongest force on any atom = 0.2181 Eh/bohr
2S+1 = 3
Gap between HOMO and LUMO (spin up / spin down) = 4.284 / 3.824 eV
Charge = +4
ΔE to the lowest compared entry with this formula, charge and spin = 628.2 kJ/mol